[1]
The following is a quantum chemistry calculation of C8H16ClFeIO20S4 as an isolated structure in a non-equilibrium geometry, from the OMol25 dataset.

## Properties
- Kohn-Sham gap (alpha / beta): 8.2 / 8.3 eV
- Expectation value of S²: 6.0069
- Multiplicity: 5
- E_LUMO (alpha / beta): 0.0020 / 0.0020 hartree
- ΔE to the lowest compared entry with this formula, charge and spin: 46.0 kJ/mol

XYZ file:
```
51
Properties=species:S:1:pos:R:3:lowdin_spin:R:1
Fe 1.99 0.51 -0.40 3.76
I 3.97 -1.06 -0.74 0.11
Cl 2.71 3.15 1.13 0.00
O 3.53 4.30 1.37 0.00
O 1.34 3.45 1.49 0.00
O 2.75 2.80 -0.30 0.03
O 3.19 2.01 1.87 0.00
C -0.88 -4.29 0.73 0.00
C -0.98 -4.58 -0.79 0.00
O -0.52 -3.36 -1.45 0.00
S -0.80 -2.14 -0.49 0.00
O -2.15 -1.74 -0.63 0.00
O 0.22 -1.17 -0.58 0.02
O -0.57 -2.93 0.87 0.00
H -0.08 -4.86 1.19 0.00
H -1.82 -4.57 1.20 0.00
H -1.99 -4.74 -1.14 0.00
H -0.33 -5.37 -1.15 0.00
C -1.80 4.20 -0.18 0.00
C -2.05 3.21 0.98 0.00
O -1.87 1.89 0.44 0.00
S -1.16 1.90 -0.95 0.00
O -1.84 1.13 -1.89 0.00
O 0.23 1.67 -0.76 0.02
O -1.33 3.42 -1.28 0.00
H -1.05 4.92 0.10 0.00
H -2.75 4.65 -0.47 0.00
H -3.06 3.29 1.37 0.00
H -1.30 3.33 1.74 0.00
C 0.16 -2.61 -4.51 0.00
C -0.94 -1.56 -4.62 0.00
O -0.30 -0.31 -4.41 0.00
S 1.22 -0.55 -3.93 0.00
O 1.44 0.23 -2.79 0.02
O 2.08 -0.49 -5.04 0.00
O 1.00 -2.05 -3.48 0.00
H 0.78 -2.66 -5.41 0.00
H -0.22 -3.59 -4.26 0.00
H -1.73 -1.71 -3.88 0.00
H -1.41 -1.60 -5.61 0.00
C 1.01 0.51 5.23 0.00
C 0.28 1.74 4.72 0.00
O -0.17 1.40 3.39 0.00
S 0.44 0.03 2.94 0.00
O 1.04 0.10 1.67 0.02
O -0.51 -0.99 3.18 0.00
O 1.59 -0.01 4.01 0.00
H 0.42 -0.28 5.71 0.00
H 1.87 0.78 5.84 0.00
H 0.96 2.59 4.67 0.00
H -0.60 2.01 5.30 0.00
```



[2]
The following is a quantum chemistry calculation of C12H30ClHgN2O4 as an isolated structure in a non-equilibrium geometry, from the OMol25 dataset.

## Properties
- Kohn-Sham gap: 8.2 eV
- Multiplicity: 1
- E_LUMO: -0.1338 hartree
- ΔE to the lowest compared entry with this formula, charge and spin: 0.0 kJ/mol
- Total charge: +1

XYZ file:
```
50
Properties=species:S:1:pos:R:3:nbo_charge:R:1
Hg -0.96 -1.14 -0.30 1.52
Cl -0.63 -2.35 -2.63 -0.82
C -1.73 -4.24 0.95 -0.26
O -0.75 -3.30 0.52 -0.59
C 0.52 -3.62 1.08 -0.07
C 1.65 -2.70 0.63 -0.26
N 1.21 -1.26 0.68 -0.70
C 1.32 -0.82 2.09 -0.26
C 2.69 -0.25 2.49 -0.09
O 2.95 0.76 1.54 -0.56
C 4.33 1.01 1.36 -0.26
H -1.97 -4.02 2.00 0.18
H -1.41 -5.28 0.92 0.20
H -2.69 -4.16 0.44 0.21
H 0.78 -4.67 0.94 0.22
H 0.35 -3.45 2.15 0.17
H 1.88 -2.91 -0.41 0.24
H 2.53 -2.84 1.25 0.21
H 1.95 -0.73 0.23 0.41
H 0.99 -1.56 2.82 0.21
H 0.64 0.02 2.27 0.21
H 3.51 -0.98 2.54 0.18
H 2.59 0.11 3.52 0.20
H 4.95 0.10 1.33 0.17
H 4.79 1.59 2.16 0.19
H 4.48 1.54 0.43 0.20
C -4.18 -1.29 -1.55 -0.27
O -3.10 -0.51 -1.11 -0.58
C -2.93 0.67 -1.86 -0.09
C -1.87 1.60 -1.27 -0.26
N -0.50 0.99 -1.16 -0.69
C 0.47 1.81 -0.47 -0.26
C 0.74 3.20 -1.08 -0.08
O -0.26 4.04 -0.57 -0.57
C -0.50 5.30 -1.20 -0.26
H -4.23 -1.53 -2.61 0.21
H -5.16 -0.91 -1.21 0.19
H -4.24 -2.26 -1.03 0.20
H -3.85 1.27 -1.87 0.21
H -2.64 0.44 -2.89 0.20
H -2.12 2.08 -0.32 0.22
H -1.67 2.46 -1.92 0.22
H -0.22 0.88 -2.13 0.40
H 1.42 1.28 -0.40 0.22
H 0.20 2.00 0.57 0.22
H 0.66 3.19 -2.18 0.17
H 1.75 3.56 -0.86 0.19
H 0.37 5.85 -1.57 0.19
H -0.84 5.93 -0.37 0.21
H -1.29 5.11 -1.92 0.18
```



[3]
The following is a quantum chemistry calculation of C11H17Cl3GeN4O4Ti as an isolated structure, from the OMol25 dataset.

## Properties
- Kohn-Sham gap: 8.9 eV
- Multiplicity: 1
- E_LUMO: -0.0023 hartree
- ΔE to the lowest compared entry with this formula, charge and spin: 8.7 kJ/mol

XYZ file:
```
41
Properties=species:S:1:pos:R:3:nbo_charge:R:1
Ti 0.02 -1.11 -0.43 1.39
O 1.44 0.44 -0.10 -0.51
N 1.93 1.07 -1.08 0.20
N 1.42 0.67 -2.18 0.13
O 0.51 -0.28 -2.16 -0.54
C 1.81 1.22 -3.44 0.17
C 2.78 2.22 -3.49 -0.24
C 3.15 2.73 -4.72 -0.20
C 2.57 2.25 -5.88 -0.20
C 1.60 1.25 -5.82 -0.20
C 1.22 0.73 -4.59 -0.23
H 3.24 2.57 -2.58 0.24
H 3.91 3.50 -4.77 0.22
H 2.86 2.65 -6.84 0.22
H 1.15 0.88 -6.72 0.22
H 0.48 -0.05 -4.52 0.25
C -1.90 2.07 1.90 -0.41
N -2.17 0.85 2.64 -0.42
C -3.39 0.85 3.43 -0.41
C -1.60 -0.30 2.19 0.84
O -1.04 -0.29 1.06 -0.71
N -1.60 -1.39 2.97 -0.42
C -1.20 -2.67 2.39 -0.43
C -1.47 -1.31 4.42 -0.41
H -2.05 2.92 2.57 0.21
H -2.57 2.18 1.04 0.20
H -0.87 2.08 1.54 0.24
H -4.19 1.30 2.84 0.21
H -3.26 1.44 4.33 0.20
H -3.68 -0.15 3.70 0.22
H -1.54 -2.76 1.36 0.25
H -1.66 -3.47 2.97 0.22
H -0.11 -2.80 2.44 0.22
H -1.46 -0.28 4.75 0.22
H -0.53 -1.77 4.71 0.22
H -2.29 -1.85 4.91 0.20
O -0.98 -2.22 -1.07 -0.67
Cl 1.33 -4.97 0.47 -0.44
Ge 1.84 -2.86 0.33 0.87
Cl 2.64 -2.50 2.36 -0.47
Cl 3.63 -2.85 -0.92 -0.44
```



[4]
The following is a quantum chemistry calculation of a 5-piece molecular cluster, C15H41N2O16P4S overall in a non-equilibrium geometry, from the OMol25 dataset.

## Properties
- Kohn-Sham gap: 6.0 eV
- Multiplicity: 1
- E_LUMO: -0.1722 hartree
- Total charge: +1

XYZ file:
```
79
Properties=species:S:1:pos:R:3:mulliken_charge:R:1
S 3.77 0.79 -1.88 -0.11
N 4.21 -0.92 -1.75 -0.08
C 4.41 -1.34 -0.31 -0.02
C 4.75 -2.93 -0.54 -0.28
N 4.71 -3.20 -2.05 -0.13
C 4.37 -1.94 -2.86 -0.08
H 2.36 0.77 -1.61 0.23
H 4.34 -0.69 0.69 0.42
H 4.99 -3.69 0.35 0.41
H 4.87 -4.12 -2.53 0.27
H 4.26 -1.79 -4.01 0.36
C 2.29 -6.16 5.96 -0.80
O 3.20 -5.46 5.13 -0.15
P 3.95 -6.46 3.92 1.06
O 4.85 -7.08 5.00 -0.68
O 4.70 -5.14 3.28 -0.23
C 5.36 -4.23 4.15 -0.69
O 4.70 -7.45 2.72 -0.31
C 4.47 -8.84 2.86 -0.70
H 1.72 -5.43 6.54 0.16
H 1.61 -6.75 5.36 0.36
H 2.84 -6.81 6.66 0.35
H 5.71 -4.71 5.07 0.33
H 4.69 -3.41 4.39 0.22
H 6.23 -3.82 3.62 0.25
H 3.42 -9.02 3.12 0.32
H 5.13 -9.25 3.63 0.28
H 4.69 -9.32 1.91 0.25
C -1.01 -0.49 2.00 -0.72
O -0.23 -1.67 1.92 -0.30
P 0.38 -2.21 3.45 0.98
O 1.43 -1.09 3.43 -0.69
O 1.01 -3.55 2.74 -0.34
C 1.76 -3.42 1.55 -0.54
O 0.98 -2.75 4.98 -0.09
C 0.80 -1.85 6.05 -0.78
H -1.51 -0.34 1.04 0.26
H -1.76 -0.58 2.79 0.31
H -0.37 0.38 2.19 0.32
H 2.23 -2.43 1.46 0.26
H 1.11 -3.59 0.69 0.34
H 2.55 -4.18 1.53 0.10
H -0.20 -1.40 6.00 0.34
H 1.56 -1.07 6.02 0.31
H 0.90 -2.40 6.99 0.24
C -4.61 6.09 -0.75 -0.83
O -4.13 4.79 -1.06 -0.18
P -3.27 4.03 0.23 0.91
O -2.06 4.93 -0.05 -0.66
O -3.13 2.65 -0.66 -0.34
C -2.70 2.73 -2.01 -0.61
O -2.41 3.26 1.52 -0.16
C -2.12 4.10 2.62 -0.73
H -5.31 6.40 -1.53 0.23
H -5.13 6.07 0.21 0.37
H -3.78 6.80 -0.72 0.33
H -2.09 3.61 -2.20 0.30
H -3.58 2.76 -2.66 0.26
H -2.12 1.84 -2.25 0.27
H -2.98 4.73 2.86 0.32
H -1.25 4.73 2.40 0.30
H -1.88 3.47 3.48 0.24
C -4.05 5.57 -8.94 -0.70
O -4.91 5.04 -7.96 -0.29
P -4.52 5.49 -6.34 0.96
O -3.34 4.51 -6.35 -0.66
O -5.86 4.72 -5.78 -0.33
C -6.14 3.41 -6.22 -0.63
O -4.12 5.95 -4.72 -0.15
C -2.88 6.62 -4.57 -0.77
H -4.49 5.41 -9.92 0.25
H -3.92 6.65 -8.78 0.30
H -3.08 5.08 -8.90 0.29
H -5.24 2.87 -6.53 0.32
H -6.83 3.46 -7.06 0.27
H -6.62 2.85 -5.41 0.25
H -2.75 7.35 -5.38 0.36
H -2.06 5.90 -4.58 0.31
H -2.88 7.15 -3.61 0.24
```



[5]
The following is a quantum chemistry calculation of a 6-piece molecular cluster, C46H91B2ClN3O17 overall in a non-equilibrium geometry, from the OMol25 dataset.

## Properties
- Kohn-Sham gap: 7.3 eV
- Multiplicity: 1
- E_LUMO: -0.1109 hartree
- Total charge: +1

XYZ file:
```
160
Properties=species:S:1:pos:R:3:mulliken_charge:R:1
C 3.96 1.08 1.74 -1.20
C 2.93 0.21 1.74 -0.62
C 1.74 -0.89 1.45 1.38
C 0.82 -0.70 2.77 -1.38
B 0.71 0.87 3.31 0.87
O -0.28 1.82 2.83 -0.51
O 1.60 1.36 4.39 -0.56
C 1.15 -0.44 -0.02 2.53
C 1.69 0.88 -0.76 -0.69
C 1.23 2.32 -0.20 -0.65
N -0.12 2.79 -0.75 -0.29
C -0.48 -0.30 0.04 -0.81
C -1.23 -0.31 -1.38 0.17
C -2.48 0.74 -1.49 -0.62
C -3.69 0.17 -2.44 0.50
O -3.62 -0.90 -3.14 -0.50
O -4.93 0.94 -2.55 -0.47
C 1.60 -1.71 -0.98 0.91
C 2.61 -1.50 -2.21 -1.38
C 1.97 -1.12 -3.64 -1.04
N 3.06 -0.52 -4.47 0.46
C 2.66 0.74 -5.17 -0.50
C 4.00 1.71 -5.20 -1.01
C 3.73 -1.50 -5.35 0.52
C 4.35 -1.20 -6.82 -0.98
O 3.87 -2.72 -4.91 -0.59
C 2.55 -2.59 0.06 -0.65
Cl 2.80 -4.40 -0.36 -0.09
N 2.22 -2.35 1.55 0.96
B 3.57 -2.45 2.30 0.19
O 4.80 -3.00 1.77 -0.53
O 3.68 -2.08 3.73 -0.35
C 5.01 -1.55 4.03 -0.58
C 1.17 -3.37 1.98 0.56
C 1.25 -4.15 3.39 -0.57
C 0.14 -5.23 3.85 -0.63
C -1.14 -5.56 2.97 -0.51
C -1.26 -4.77 1.60 -0.90
C -0.13 -3.73 1.12 0.17
H 4.90 1.70 1.46 0.40
H -0.27 -1.06 2.67 0.08
H 1.23 -1.26 3.72 0.09
H -0.01 2.76 3.02 0.24
H 2.22 2.01 3.94 0.30
H 1.28 0.86 -1.86 -0.23
H 2.85 0.94 -0.89 0.42
H 1.99 3.08 -0.67 0.19
H 1.33 2.47 0.94 0.03
H 0.10 3.37 -1.59 0.32
H -0.58 3.44 -0.09 0.13
H -0.98 -1.16 0.66 0.34
H -0.83 0.67 0.60 0.38
H -0.58 -0.13 -2.31 -0.75
H -1.70 -1.37 -1.52 0.49
H -2.10 1.69 -2.05 0.25
H -2.91 1.07 -0.47 0.31
H -4.66 1.84 -2.88 0.33
H 0.72 -2.29 -1.49 0.25
H 3.51 -0.77 -2.00 0.10
H 3.15 -2.53 -2.39 0.63
H 1.10 -0.37 -3.62 0.25
H 1.53 -2.11 -4.09 0.26
H 1.85 1.37 -4.65 0.34
H 2.27 0.51 -6.25 0.33
H 4.68 1.44 -4.28 0.27
H 4.59 1.63 -6.18 0.31
H 3.63 2.80 -4.99 0.30
H 4.89 -2.15 -7.20 0.31
H 5.19 -0.39 -6.67 0.22
H 3.54 -0.79 -7.53 0.28
H 3.59 -2.18 -0.31 0.57
H 5.24 -2.34 1.15 0.39
H 5.74 -2.45 4.13 0.28
H 5.03 -0.88 4.98 0.24
H 5.34 -0.86 3.16 0.18
H 2.08 -4.00 4.16 0.28
H 0.24 -5.78 4.87 0.30
H -1.94 -6.33 3.29 0.37
H -2.20 -4.95 0.93 0.42
H -0.36 -3.23 0.11 0.18
C -4.69 -8.52 0.32 -0.86
O -4.55 -7.11 0.39 -0.32
C -5.23 -6.44 -0.68 -0.44
C -6.54 -5.82 -0.19 -0.55
O -7.49 -6.82 0.14 -0.37
C -7.62 -7.00 1.55 -0.68
H -4.29 -8.95 1.24 0.24
H -5.73 -8.82 0.22 0.37
H -4.11 -8.91 -0.53 0.40
H -5.41 -7.13 -1.51 0.34
H -4.57 -5.64 -1.03 0.35
H -6.97 -5.23 -1.01 0.39
H -6.36 -5.14 0.65 0.31
H -8.12 -6.13 1.99 0.33
H -6.65 -7.15 2.02 0.26
H -8.23 -7.88 1.73 0.25
C -3.84 -12.00 0.03 -0.81
O -5.26 -12.05 0.00 -0.25
C -5.75 -13.17 -0.75 -0.60
C -6.25 -14.28 0.17 -0.50
O -5.17 -14.88 0.88 -0.38
C -5.10 -14.45 2.24 -0.66
H -3.55 -11.23 0.75 0.19
H -3.41 -12.95 0.35 0.43
H -3.46 -11.73 -0.95 0.32
H -4.97 -13.54 -1.43 0.37
H -6.59 -12.81 -1.35 0.38
H -6.70 -15.06 -0.44 0.37
H -7.01 -13.90 0.86 0.32
H -5.93 -14.87 2.80 0.33
H -5.11 -13.36 2.31 0.25
H -4.16 -14.82 2.67 0.24
C 1.80 8.58 3.03 -0.70
O 0.38 8.53 2.99 -0.42
C -0.10 7.41 2.24 -0.03
C -0.60 6.30 3.17 -0.55
O 0.47 5.70 3.89 -0.22
C 0.53 6.14 5.24 -0.86
H 2.09 9.35 3.74 0.35
H 2.22 7.63 3.36 0.25
H 2.19 8.84 2.04 0.29
H 0.68 7.03 1.57 0.28
H -0.94 7.76 1.63 0.02
H -1.06 5.51 2.56 0.32
H -1.37 6.68 3.85 0.37
H -0.31 5.72 5.80 0.33
H 0.52 7.23 5.31 0.32
H 1.46 5.78 5.68 0.25
C 7.27 8.98 -0.49 -0.69
O 7.39 7.76 0.24 -0.38
C 6.66 7.78 1.46 -0.64
C 5.36 6.99 1.35 -0.35
O 4.43 7.63 0.48 -0.29
C 4.36 7.00 -0.79 -0.63
H 7.71 8.83 -1.48 0.24
H 6.22 9.27 -0.62 0.28
H 7.82 9.77 0.02 0.33
H 6.46 8.82 1.78 0.33
H 7.30 7.32 2.22 0.39
H 4.89 6.94 2.34 0.34
H 5.56 5.96 1.02 0.29
H 3.87 6.03 -0.70 0.09
H 5.36 6.87 -1.23 0.37
H 3.77 7.64 -1.46 0.28
C -0.69 10.01 -1.70 -0.76
O -1.29 8.72 -1.62 -0.30
C -2.55 8.75 -0.96 -0.28
C -3.70 8.64 -1.97 -0.72
O -3.80 9.82 -2.77 -0.36
C -3.27 9.62 -4.08 -0.70
H 0.18 9.94 -2.35 0.27
H -1.38 10.74 -2.13 0.34
H -0.37 10.34 -0.71 0.28
H -2.65 9.65 -0.35 0.39
H -2.59 7.88 -0.30 0.25
H -4.64 8.56 -1.41 0.40
H -3.59 7.75 -2.59 0.35
H -3.94 8.97 -4.65 0.33
H -2.27 9.19 -4.05 0.29
H -3.22 10.59 -4.57 0.24
```



[6]
The following is a quantum chemistry calculation of a 2-piece molecular cluster, C2H6O2 overall in a non-equilibrium geometry, from the OMol25 dataset.

## Properties
- Kohn-Sham gap (alpha / beta): 10.7 / 7.2 eV
- Expectation value of S²: 0.7565
- Multiplicity: 2
- E_LUMO (alpha / beta): -0.1859 / -0.3161 hartree
- ΔE to the lowest compared entry with this formula, charge and spin: 25.4 kJ/mol
- Total charge: +1

XYZ file:
```
10
Properties=species:S:1:pos:R:3:lowdin_spin:R:1
C 0.68 1.66 -0.19 0.53
C 0.03 0.98 -1.23 0.22
O -0.67 -0.07 -1.06 0.21
H 1.28 2.52 -0.46 0.02
H 0.50 1.56 0.87 0.02
H -0.02 1.40 -2.24 0.01
H -0.28 -0.58 -0.31 0.00
H -0.62 -3.13 1.08 0.00
H -0.60 -2.10 2.22 0.00
O -0.29 -2.25 1.33 0.00
```



| no. | energy (eV) |
| --- | --- |
| 1 | -147846.97688 |
| 2 | -40789.41078 |
| 3 | -143035.66066 |
| 4 | -99928.46908 |
| 5 | -102307.08303 |
| 6 | -6256.51238 |